Formula: C2H9NSi2
Source: the OMol25 dataset
Level of theory: wB97M-V/def2-TZVPD

Last columns: bonded neighbours and bond lengths (Å).
Geometry (Å):
1 C -0.98966 1.86008 0.17852  C2 1.339, H6 1.078, H7 0.991
2 C -0.80056 1.71634 1.49579  C1 1.339, Si4 1.870, H8 1.146
3 N 0.27887 -3.59764 -3.61851  Si5 1.594, H10 1.000
4 Si 0.90809 1.61188 2.24939  C2 1.870, H9 1.417, H11 1.468, H12 1.475
5 Si -0.01427 -3.05374 -2.14870  N3 1.594, H13 1.426, H14 1.438
6 H -1.96243 1.90248 -0.28460  C1 1.078
7 H -0.19141 1.97670 -0.39767  C1 0.991
8 H -1.65901 1.70885 2.25453  C2 1.146
9 H 0.62201 0.84627 3.40728  Si4 1.417
10 H 1.14290 -3.57193 -4.12121  N3 1.000
11 H 1.91004 1.25107 1.23971  Si4 1.468
12 H 1.44274 2.83368 2.88021  Si4 1.475
13 H -1.22716 -3.59297 -1.62656  Si5 1.426
14 H 0.53985 -1.89108 -1.50819  Si5 1.438

The gap between HOMO and LUMO (alpha / beta) is 5.97 / 6.79 eV. As for the spin multiplicity: 3. The total charge is 0. The total energy comes out at -715.04943 Ha. The relative energy (zero: lowest compared OMol25 entry of this formula, charge and spin) is 3.085 eV. Its expectation value of S² is 2.0059.